Run 1
DFT (the ωB97M-V functional and the def2-TZVPD basis) results for one molecule with the formula C3H3NO3.

```
10
Properties=species:S:1:pos:R:3:mulliken_charge:R:1
C 0.5674 -0.7088 0.0450 -0.326
C 0.7702 0.8598 -0.0473 0.608
O -0.7608 -1.0191 -0.3239 -0.413
O 0.2001 1.4247 -1.1380 -0.448
C -1.5868 -0.4889 0.5835 0.532
O 1.5493 1.4619 0.6699 -0.517
N -2.3637 -0.1649 1.3818 -0.392
H -0.4037 0.8200 -1.6120 0.358
H 1.2545 -1.2054 -0.6457 0.295
H 0.7735 -0.9794 1.0866 0.304
```

Output
Kohn-Sham gap in eV: 11.2
SMILES: N#COCC(=O)O



Run 2
DFT (the ωB97M-V functional and the def2-TZVPD basis) results for one molecule with the formula C3H3NO3.

```
10
Properties=species:S:1:pos:R:3:mulliken_charge:R:1
N -0.2881 -1.0198 0.2202 -0.540
C 0.3077 0.0412 -0.1452 0.684
O -0.2533 1.1413 0.3504 -0.334
C -1.4423 0.5399 1.0294 0.263
O -1.5439 0.4973 2.2061 -0.428
C 1.5148 0.1211 -1.0611 -0.060
O 1.9961 1.1433 -1.4665 -0.406
H 0.0004 -1.9383 -0.0598 0.200
H -2.2042 0.3516 0.2674 0.351
H 1.9127 -0.8775 -1.3408 0.269
```

Output
Kohn-Sham gap in eV: 9.9
SMILES: [H]/N=C(\C=O)OC=O



Run 3
DFT (the ωB97M-V functional and the def2-TZVPD basis) results for one molecule with the formula C3H3NO3.

```
10
Properties=species:S:1:pos:R:3:mulliken_charge:R:1
N 1.5760 -1.1566 -0.7454 -0.634
C 0.6936 -0.3690 -0.3393 0.179
O 0.3033 0.8725 -0.7792 -0.394
C -0.8691 1.0069 0.0443 0.228
O -1.5536 -0.1991 -0.0860 -0.460
C -0.2971 -0.5757 0.7798 0.386
O -0.4083 0.6848 1.3756 -0.428
H 2.0563 -0.7957 -1.5694 0.279
H -1.3194 1.9844 -0.1099 0.398
H -0.1817 -1.4525 1.4294 0.447
```

Output
Kohn-Sham gap in eV: 11.8



Most stable structure: run 1



Run 1
DFT (the ωB97M-V functional and the def2-TZVPD basis) results for C3H3NO3 as an isolated structure.

```
10
Properties=species:S:1:pos:R:3:mulliken_charge:R:1
C 0.5266 -1.6948 0.1206 0.655
C 0.8015 0.9336 -0.3270 -0.794
C 0.3058 -0.4592 -0.1246 0.019
N -1.4793 -0.1850 0.2309 0.778
O 0.9208 -2.8038 0.5421 -0.468
O -1.6394 1.0038 0.3647 -0.468
O -2.2640 -1.0773 0.3631 -0.521
H 0.1026 1.1792 -1.3796 0.242
H 0.5925 1.7362 0.6009 0.259
H 2.1330 1.3673 -0.3911 0.298
```

Output
Kohn-Sham gap in eV: 8.5



Run 2
DFT (the ωB97M-V functional and the def2-TZVPD basis) results for a 2-piece molecular cluster, C3H3NO3 overall.

```
10
Properties=species:S:1:pos:R:3:mulliken_charge:R:1
N -0.9958 1.0081 -0.5986 -0.078
C -0.1042 0.1782 -0.0990 -0.244
O 1.1383 0.7185 -0.2645 -0.263
C 2.1296 -0.0960 0.2385 0.262
O 3.2808 0.2046 0.1883 -0.441
C -2.3472 -1.3246 0.4658 0.041
O -2.0756 -2.2966 0.9865 -0.110
H -0.7897 1.9014 -1.0335 0.204
H 1.6961 -1.0117 0.6663 0.354
H -1.9660 0.7242 -0.5378 0.276
```

Output
Kohn-Sham gap in eV: 10.5



Most stable structure: run 2



Run 1
DFT (the ωB97M-V functional and the def2-TZVPD basis) results for an isolated ion of composition C11H17NP and charge +1.

```
30
Properties=species:S:1:pos:R:3:mulliken_charge:R:1
C -0.5497 -2.4660 -0.5944 -0.224
C 0.4502 -0.3052 0.1326 1.260
C -0.3271 0.7141 -0.5593 0.066
C -3.5448 1.4187 1.3120 -0.565
C 1.6609 0.2711 0.7812 -0.738
C 0.4567 1.6456 -1.4412 -0.719
C 1.7080 1.7921 0.7450 -0.975
C 1.6396 2.2940 -0.6943 -0.719
C 0.2104 -1.6954 0.2611 0.761
C -1.3493 -1.9937 -1.7252 -1.261
C 0.9656 -2.4317 1.3363 -1.800
N -1.5396 1.0209 -0.2995 -0.209
P -2.9158 0.3136 0.2078 0.016
H -0.5712 -3.5297 -0.4025 0.396
H -4.5069 1.2197 1.7503 0.269
H -2.9416 2.1879 1.7655 0.242
H 1.7455 -0.0827 1.8118 0.511
H 2.5358 -0.1375 0.2561 0.392
H 0.8271 1.0689 -2.2919 0.222
H -0.2302 2.4013 -1.8221 0.446
H 0.8712 2.1964 1.3188 0.382
H 2.6300 2.1386 1.2117 0.403
H 2.5756 2.0637 -1.2029 0.338
H 1.5220 3.3760 -0.6932 0.299
H -0.9763 -1.0702 -2.1635 0.309
H -2.3655 -1.7790 -1.3571 0.292
H -1.4504 -2.7613 -2.4888 0.419
H 2.0333 -2.4643 1.1255 0.371
H 0.6112 -3.4547 1.4176 0.424
H 0.8256 -1.9510 2.3030 0.392
```

Output
Kohn-Sham gap (spin up / spin down) in eV: 5.8 / 5.8
SMILES: C=P#[N+]C1=C(/C(C)=C\C)CCCC1
Charge: +1



Run 2
DFT (the ωB97M-V functional and the def2-TZVPD basis) results for a 2-piece molecular cluster, C11H17NP overall.

```
30
Properties=species:S:1:pos:R:3:mulliken_charge:R:1
C -1.8862 0.4486 0.1803 -1.169
C 0.1386 -0.7069 0.1167 0.033
C -0.1160 -0.0381 -1.1084 -0.357
C -1.0222 4.4450 -0.1559 -0.050
C 1.3750 -1.4351 0.3677 -0.489
C 0.8130 0.1537 -2.3111 -0.797
C 2.1856 -1.4599 -0.9130 -0.792
C 2.2204 -0.1558 -1.7515 -0.700
C -0.9543 -0.4386 1.0397 2.143
C -1.6961 -1.7385 1.4455 -1.618
C -0.5782 0.2560 2.3711 -1.782
N -1.2953 0.6393 -0.9716 0.224
P -1.8136 3.5707 0.8453 -0.246
H -2.8297 0.9273 0.6008 0.553
H -0.6782 5.2448 -0.8299 0.398
H -1.6156 1.2646 -1.7104 0.370
H 1.8980 -0.8602 1.0854 0.415
H 1.3148 -2.5097 0.8856 0.299
H 0.4395 -0.3796 -3.2063 0.346
H 0.5966 1.2734 -2.6724 0.386
H 3.1513 -1.5554 -0.5018 0.398
H 1.9141 -2.2954 -1.6599 0.318
H 2.8939 -0.5300 -2.6230 0.289
H 2.4005 0.6726 -1.1028 0.388
H -1.9810 -2.3633 0.5405 0.348
H -2.6076 -1.6975 1.9650 0.466
H -0.9758 -2.2589 2.1169 0.388
H -1.4752 0.4914 2.8593 0.479
H -0.0322 1.2521 2.1713 0.337
H 0.2159 -0.2164 2.9270 0.422
```

Output
Kohn-Sham gap (spin up / spin down) in eV: 8.3 / 8.3
Charge: +1



Most stable structure: run 1



Run 1
DFT (the ωB97M-V functional and the def2-TZVPD basis) results for a 2-piece molecular cluster, C2H2FIO overall.

```
7
Properties=species:S:1:pos:R:3:mulliken_charge:R:1
C 0.7530 -2.2218 0.1490 0.104
C 0.1969 1.0452 -0.1298 -0.306
O -0.2349 -2.7670 0.1591 -0.107
F 0.3230 2.3013 -0.1094 -0.174
I -1.9666 0.6651 0.2764 -0.050
H 0.2838 0.4602 -1.0448 0.288
H 0.6447 0.5170 0.6994 0.245
```

Output
Kohn-Sham gap in eV: 9.9



Run 2
DFT (the ωB97M-V functional and the def2-TZVPD basis) results for a 2-piece molecular cluster, C2H2FIO overall.

```
7
Properties=species:S:1:pos:R:3:mulliken_charge:R:1
C 0.6606 0.7258 0.1814 0.633
C 1.6701 -0.0932 0.4149 -0.388
O -0.1809 1.4330 -0.2208 -0.322
F 2.4079 -0.5517 -0.6295 -0.220
I -3.8283 -0.1432 -0.8521 -0.082
H -2.7625 -1.1105 -0.2845 0.078
H 2.0332 -0.2602 1.3906 0.300
```

Output
Kohn-Sham gap in eV: 9.2
SMILES: O=C=CF.I



Most stable structure: run 1